# C40H34Br2FeO3P2

A molecular structure, C40H34Br2FeO3P2 at a distorted geometry (ωB97M-V with the def2-TZVPD basis set, OMol25).

The geometry in XYZ format:
```
82
Properties=species:S:1:pos:R:3:forces:R:3:lowdin_spin:R:1
O -0.645 0.285 1.043 0.01 0.04 -0.03 -0.0084
O 2.095 0.897 -1.140 0.36 -0.07 -0.46 0.5685
C -0.538 -0.393 4.671 0.03 0.00 0.04 0.0005
C -2.322 -1.506 -4.525 0.00 0.01 0.03 0.0018
H 0.956 3.301 -1.837 0.00 -0.03 0.01 0.0003
C 3.017 -3.770 0.840 0.05 -0.02 -0.03 -0.0066
O 1.755 1.696 -0.191 -0.39 -0.20 0.19 0.7334
Br 1.035 -1.982 -2.543 0.07 0.02 0.21 0.0327
Fe 0.556 -0.098 -0.616 0.30 1.16 0.43 2.8766
H -2.243 -1.669 -5.593 -0.01 0.00 -0.01 0.0001
H 4.251 -1.569 -0.670 -0.02 0.00 0.00 -0.0001
H -2.726 2.988 4.278 0.00 0.00 0.01 0.0000
C -2.213 1.035 3.463 -0.01 -0.05 -0.04 0.0003
C 3.878 0.341 2.126 0.05 0.01 0.03 -0.0075
C -1.834 2.934 -3.756 -0.03 0.01 -0.01 -0.0020
H -1.285 0.365 -4.597 -0.09 -0.01 0.03 -0.0001
C 1.362 -1.390 3.639 0.01 -0.01 0.02 -0.0037
C -2.962 -2.447 -3.727 -0.01 -0.01 0.00 -0.0014
C -2.561 1.437 2.045 -0.01 0.14 -0.02 0.0003
H -1.029 2.840 3.803 0.00 0.00 0.00 0.0000
C -3.691 2.225 1.820 -0.03 0.06 0.00 -0.0003
H 6.511 -0.606 -0.545 0.00 0.00 0.00 0.0004
C -2.582 -1.064 -1.799 -0.06 -0.05 -0.01 0.0010
C 5.773 -0.346 0.202 -0.04 -0.02 0.02 0.0036
H -4.322 2.474 2.663 0.00 0.00 0.00 -0.0001
C 0.325 4.647 -3.371 -0.01 -0.02 0.00 0.0003
H -3.612 -2.943 -1.743 0.00 0.00 0.01 0.0000
C -3.093 -2.225 -2.363 0.02 0.04 -0.02 0.0005
H 3.784 -5.769 0.775 0.01 0.01 0.00 0.0000
H -1.611 2.067 5.284 0.00 0.01 0.00 0.0000
C -0.992 0.141 3.464 0.08 0.03 0.07 0.0004
H -2.729 -0.884 -0.739 0.01 0.02 -0.01 0.0000
P -1.049 1.208 -1.740 -0.08 -0.48 -0.22 -0.0379
H -3.374 -3.342 -4.172 0.00 -0.01 0.00 -0.0001
H 7.091 0.960 1.276 0.00 0.00 0.00 -0.0006
H 3.143 0.617 2.872 -0.01 0.00 -0.01 -0.0003
H -3.663 -0.594 3.577 0.01 0.00 -0.01 0.0000
H 5.409 1.575 2.973 0.00 0.00 0.00 0.0003
C 0.947 -0.870 2.417 -0.07 0.09 0.06 -0.0141
C -1.927 -0.122 -2.597 -0.11 0.04 0.10 0.0018
C -0.230 -0.131 2.341 -0.18 -0.05 -0.12 -0.0004
H -4.910 3.324 0.446 0.00 0.01 -0.01 -0.0001
C 1.504 -1.218 -4.288 -0.03 -0.07 -0.05 0.0032
C -3.209 2.428 -0.504 -0.01 0.03 -0.02 -0.0022
C -1.779 1.150 0.941 0.05 -0.26 0.06 -0.0010
H -2.680 2.277 -3.908 0.00 -0.02 0.00 0.0000
C -0.871 2.646 -2.786 -0.02 0.09 -0.04 -0.0040
C 2.911 -5.142 0.653 -0.01 0.04 0.00 0.0003
C 5.153 0.883 2.183 -0.03 -0.03 -0.01 0.0025
H -3.442 2.823 -1.484 0.02 -0.01 -0.01 -0.0001
C 1.691 -5.709 0.319 -0.02 -0.02 -0.01 -0.0064
C -3.402 0.315 4.119 -0.02 -0.05 -0.01 0.0001
C 0.559 -4.912 0.179 0.06 0.01 0.01 0.0009
H -4.279 0.959 4.151 0.00 0.01 -0.02 0.0000
C 3.559 -0.561 1.113 0.01 0.07 0.01 -0.0093
H -3.176 0.047 5.150 0.02 -0.01 0.00 0.0000
H 1.615 -6.779 0.176 0.00 0.00 0.00 -0.0003
C -0.628 4.928 -4.341 -0.01 0.01 -0.02 -0.0014
H 2.510 -1.567 -4.480 -0.01 0.00 -0.03 0.0005
C -4.026 2.716 0.573 0.03 -0.05 0.05 0.0000
C 0.209 3.508 -2.592 0.02 0.04 0.02 -0.0005
H -2.454 4.301 -5.282 0.00 0.00 0.00 0.0000
H 2.271 -1.978 3.693 0.01 0.00 -0.02 -0.0001
H -0.394 -5.359 -0.067 -0.01 0.01 0.00 0.0002
C 1.892 -2.966 0.685 -0.01 -0.09 0.14 -0.0095
H 0.914 -1.559 5.730 0.01 0.00 0.00 -0.0002
H 3.971 -3.336 1.110 0.00 0.00 0.00 -0.0002
C -1.870 2.313 4.255 -0.03 -0.01 0.01 0.0001
H 1.161 5.317 -3.221 0.00 0.00 0.00 0.0000
C -2.082 1.634 -0.329 0.01 0.02 0.06 -0.0078
P 1.904 -1.190 0.945 -0.08 -0.52 -0.32 -0.0821
H -0.238 -2.936 0.283 0.03 0.03 -0.01 0.0012
C 0.610 -1.157 4.774 -0.04 0.02 -0.03 -0.0006
H -1.110 -0.197 5.568 0.00 0.01 0.00 -0.0001
H 0.776 -1.634 -4.974 0.02 0.00 -0.02 0.0004
Br 1.459 0.678 -4.380 0.18 0.05 0.05 0.0031
C 6.096 0.537 1.226 0.04 0.01 0.00 -0.0120
C 4.504 -0.891 0.137 0.03 0.02 -0.04 -0.0093
C -1.795 -0.352 -3.966 -0.04 0.01 -0.07 -0.0017
C -1.708 4.076 -4.531 0.03 -0.01 0.03 -0.0001
H -0.532 5.818 -4.949 0.00 0.00 0.00 -0.0001
C 0.661 -3.545 0.364 -0.07 -0.03 0.01 -0.0028
```
Positions in Å, forces in eV/Å.

Results
Energy relative to the best compared isomer or geometry (same formula, charge and spin): 0.0000 eV
HOMO (alpha / beta): -13.7 / -14.0 eV
Net charge: +2
Spin multiplicity: 5
Kohn-Sham gap (alpha / beta): 5.8 / 7.4 eV

# C2H6OS

2 unconnected molecules or ions with the total composition C2H6OS at a distorted geometry (ωB97M-V with the def2-TZVPD basis set, OMol25).

The geometry in XYZ format:
```
10
Properties=species:S:1:pos:R:3:forces:R:3:mulliken_charge:R:1
H 0.842 1.997 0.319 0.77 -0.26 0.28 0.2023
H -2.677 0.725 -1.735 0.72 0.54 -1.03 0.2974
H -1.011 0.639 -0.615 -1.86 0.53 -0.84 0.0539
H 2.175 1.988 -0.850 -0.09 0.76 -1.66 0.2829
C -2.144 0.705 -0.810 0.04 -1.63 2.58 -0.2034
O 2.030 0.207 0.070 -1.26 -0.40 -0.32 -0.4984
H 2.650 1.956 0.686 0.84 0.90 1.91 0.2797
H 1.342 -0.196 -0.506 0.80 0.48 0.60 0.2941
S -3.166 0.329 0.420 1.09 0.57 -0.70 -0.1586
C 1.866 1.633 0.090 -1.05 -1.48 -0.82 -0.5497
```
Positions in Å, forces in eV/Å.

Results
Energy relative to the best compared isomer or geometry (same formula, charge and spin): 1.6630 eV
HOMO: -9.1 eV
Net charge: 0
Kohn-Sham gap: 8.3 eV

# C5H9NO2

A molecular structure, C5H9NO2 at a distorted geometry (ωB97M-V with the def2-TZVPD basis set, OMol25).

The geometry in XYZ format:
```
17
Properties=species:S:1:pos:R:3:forces:R:3:mulliken_charge:R:1
H 2.655 -1.005 -0.281 -0.09 0.09 -0.01 0.2491
H -1.422 1.900 1.807 -0.05 -0.01 0.01 0.3728
C 0.453 1.683 0.622 -0.62 0.26 -0.46 -0.7331
H -0.513 0.271 -1.344 -0.12 -0.03 -0.05 0.3711
C -0.904 1.487 0.954 0.76 -1.09 -0.01 0.0592
H 0.691 1.964 -0.404 0.00 -0.23 0.00 0.2556
H -0.714 -2.210 -1.404 -0.01 0.01 0.03 0.3453
C 1.009 -0.086 0.478 -1.46 -1.05 -0.21 0.4704
C -1.324 -1.677 -0.673 0.10 0.05 0.16 -1.3609
O -1.497 0.426 0.451 -0.25 0.66 -0.01 -0.3126
H 1.886 0.056 -1.398 0.03 -0.11 0.08 0.2168
O 1.048 -0.677 1.543 0.16 0.15 0.01 -0.6511
C -0.754 -0.311 -0.455 1.29 0.83 0.54 0.1411
H 1.015 2.283 1.331 -0.02 0.07 0.01 0.3502
H -2.353 -1.644 -1.046 0.09 0.05 0.00 0.3620
H -1.316 -2.239 0.261 0.03 0.00 -0.02 0.3117
N 2.040 -0.222 -0.441 0.16 0.37 -0.08 -0.4477
```
Positions in Å, forces in eV/Å.

Results
Energy relative to the best compared isomer or geometry (same formula, charge and spin): 3.6984 eV
HOMO (alpha / beta): -7.9 / -7.9 eV
Net charge: 0
Kohn-Sham gap (alpha / beta): 8.1 / 8.1 eV

# C38H57F4IN4O14PS4

A molecular structure, C38H57F4IN4O14PS4 at a distorted geometry (ωB97M-V with the def2-TZVPD basis set, OMol25).

The geometry in XYZ format:
```
123
Properties=species:S:1:pos:R:3:forces:R:3:mulliken_charge:R:1
H -2.220 -0.855 6.429 0.44 -0.17 0.12 0.3025
H -1.582 1.126 1.496 -0.26 -0.05 0.12 -1.1443
C -1.699 -1.222 5.535 -0.35 -0.04 -1.61 0.6334
H -1.891 5.675 0.260 -0.07 0.06 -0.14 0.2576
H 0.591 0.832 0.924 -0.06 -0.27 -0.11 0.5594
S 1.134 -2.785 4.087 0.37 -0.24 0.34 -0.1888
H 2.069 -0.001 0.984 -0.16 -0.45 -0.13 0.7366
F 2.549 3.000 3.920 -0.03 -0.04 -0.05 -0.3774
H 0.373 1.989 6.549 -0.09 -0.28 0.13 -0.0782
H -1.711 -3.077 4.322 0.12 0.06 0.24 0.2120
H -1.385 -5.663 -6.174 -0.21 0.28 -0.01 0.3442
O 0.363 2.927 3.343 -0.24 0.63 0.03 0.3092
C -5.778 0.085 0.261 0.63 -0.36 0.63 0.7532
H 3.016 -4.034 -1.272 0.22 -0.09 0.22 0.3791
H 3.250 -1.729 0.676 -0.51 0.06 0.09 0.3621
H 1.640 4.469 2.912 0.22 -0.10 -0.01 -0.0328
C -0.945 -2.481 -5.116 -0.74 -0.22 -0.44 -0.1308
S 0.756 -3.111 7.015 0.05 -0.23 -0.08 -0.2526
H -1.204 5.362 -4.960 0.01 -0.05 0.23 0.2659
C 0.994 -0.167 1.155 -0.37 0.60 0.50 -1.3595
C 0.386 -4.885 -5.374 1.12 -0.12 0.43 -0.8137
H 2.801 -1.524 -2.981 -0.11 -0.25 0.27 0.5340
N -6.399 -0.781 -0.446 -0.44 -0.44 -0.69 -0.3738
H 4.982 -5.878 -7.036 0.15 -0.14 0.10 0.3007
H 0.924 -5.828 -5.438 -0.24 0.00 -0.11 0.3473
H -1.503 -1.557 -5.002 0.26 0.01 0.14 0.2855
H -1.128 -0.186 -1.879 0.22 -0.25 0.20 -0.1000
C 0.962 4.385 4.996 0.05 0.35 0.27 -0.6722
F 4.274 -3.268 -5.902 0.12 0.06 -0.01 -0.2050
H -0.515 1.068 -0.882 0.33 -0.35 0.53 0.7247
O -1.865 3.237 3.514 -0.03 0.02 0.04 -0.5658
C -3.604 0.674 2.059 0.03 1.25 -0.05 0.5794
H 3.913 -2.504 -1.324 -0.11 -0.38 -0.18 0.2355
H -0.165 -0.204 3.120 -0.06 -0.62 -0.44 -0.1833
O 1.694 4.541 0.604 0.06 0.13 0.03 -0.4962
C -0.760 3.504 3.848 -0.25 -0.16 0.00 0.4974
H -2.748 2.191 0.795 -0.11 -0.25 -0.22 0.2610
H 1.692 -0.904 -4.763 0.00 -0.14 0.15 0.3114
H 1.748 -2.797 -2.507 -0.53 0.18 0.20 0.0853
O 0.044 5.668 -0.443 -0.12 -0.10 0.51 -0.3181
F -1.467 7.293 -0.840 0.07 0.05 -0.08 -0.3360
C -0.510 7.022 1.311 -0.17 0.22 0.48 -0.4324
H 0.877 -3.328 1.214 0.08 0.46 0.09 1.0431
C 2.803 -2.710 0.496 1.04 -2.28 0.15 0.0885
C -3.467 6.214 -2.977 -0.24 -0.19 0.39 0.6356
H 0.239 -0.631 -3.816 -0.10 -0.24 -0.21 0.2851
O 5.498 -4.274 -4.299 0.33 -0.31 -0.29 -0.2679
C -1.590 -3.570 -5.663 -0.49 -0.11 -0.17 -0.7175
H 2.067 -3.836 -4.469 -0.13 -0.21 -0.08 0.3629
C -0.917 -4.764 -5.777 -0.33 -1.16 -0.48 -0.5135
C 5.833 -5.573 -4.038 -0.03 -0.14 0.37 0.6166
C -2.566 1.130 1.005 0.70 -0.68 0.26 1.1678
N -7.076 -0.062 -1.422 -0.46 -1.06 -0.20 -0.4473
H 1.146 -0.132 6.954 -0.15 -0.37 0.15 0.5613
C 1.279 -2.852 0.318 0.45 0.08 -0.48 -1.5776
O -2.569 5.286 -3.388 -0.11 0.33 -0.11 -0.2251
H -4.118 1.565 2.440 0.03 -0.18 -0.08 0.6336
C -2.591 7.035 -4.854 -0.37 -0.04 -0.27 0.3190
C 1.797 -1.209 3.469 -0.97 1.08 -0.18 -1.0021
H 6.150 -3.894 -6.210 -0.06 0.12 -0.03 0.2185
H 5.426 -3.364 0.260 0.31 -0.31 -0.06 0.2384
C -0.440 1.253 6.491 0.17 0.11 0.07 -0.2348
O 6.357 -5.941 -3.043 -0.06 0.01 -0.03 -0.4918
S -4.866 -0.539 1.618 0.05 0.12 0.21 -0.2014
O -5.985 1.353 -0.165 0.24 0.63 0.22 -0.2878
H -2.630 -3.532 -5.978 0.11 0.19 0.07 0.3572
P 0.204 -1.318 -0.150 1.29 1.11 -0.96 0.0404
H -1.259 7.173 2.085 0.11 -0.20 0.11 0.3370
C 0.068 -0.190 6.797 -0.46 1.12 -0.64 -1.1065
H 1.374 5.377 5.166 -0.21 0.08 -0.08 0.3154
C 3.650 -3.364 -0.680 -0.45 1.35 -0.03 -0.9296
H -2.132 -3.281 6.089 0.30 -0.10 -0.28 0.3768
N -0.219 -1.027 5.620 0.15 -0.53 1.19 0.6009
C 0.835 -0.264 2.686 1.32 0.96 0.75 0.5261
C 1.003 -1.380 -4.052 -0.19 -0.68 0.74 -1.1281
H 5.317 -4.467 -1.000 0.31 0.23 0.15 0.1947
H -2.802 1.018 -1.064 0.04 -0.29 0.04 0.5064
C 1.448 -0.773 -1.527 0.17 -0.43 -0.43 -1.6788
H -0.026 7.976 1.096 -0.03 -0.04 -0.21 0.2576
C -2.409 0.309 -0.300 -0.66 1.59 -1.11 -1.1788
C 5.239 -4.192 -5.686 -0.47 0.22 0.17 0.2558
H 2.723 -4.338 1.581 0.16 0.02 0.02 0.4124
N 4.847 -4.055 -0.201 -0.64 -0.03 -0.23 -0.5313
H 2.701 -1.313 2.864 -0.16 -0.81 0.16 0.4473
C 1.746 -1.727 -2.714 1.21 1.00 -1.00 -0.4572
H -0.463 -0.558 7.684 0.43 -0.12 0.01 0.3630
C 0.362 -2.606 -4.696 0.26 1.87 0.54 0.3897
H -2.872 4.956 -5.406 -0.09 0.17 -0.06 0.2761
C 1.445 3.763 3.711 0.37 -0.40 0.20 0.7268
H 1.129 0.168 -1.993 -0.09 -0.10 0.29 0.9437
C 1.039 -3.796 -4.822 0.21 -0.01 -0.07 0.2943
H -7.219 1.931 -1.856 0.46 0.44 0.45 0.4291
O 3.172 -3.489 1.666 -0.32 0.73 0.31 -0.5544
O -4.009 6.202 -1.924 -0.05 0.00 -0.08 -0.4938
C -0.979 0.066 -0.824 -1.20 0.29 0.09 -0.8238
O -3.658 7.171 -3.935 0.49 -0.13 0.18 -0.3231
C -2.251 5.569 -4.751 0.38 -0.31 -0.08 -0.4166
F -3.033 7.360 -6.095 0.02 0.09 0.03 -0.2935
C 4.758 -5.584 -6.013 -0.07 -0.33 -0.34 -0.0880
H -2.181 -2.854 -1.138 0.24 0.31 0.13 0.2572
H -3.078 0.276 2.931 -0.32 -0.47 -0.24 -1.2112
H 3.687 -5.700 -5.836 -0.01 0.22 0.06 0.0295
H -3.252 -2.554 4.968 0.21 0.01 -0.04 0.4001
C -2.181 -2.640 5.204 -0.75 0.28 0.52 -1.5236
C 0.501 -2.261 5.645 0.16 0.35 -0.29 -0.0880
S -0.927 -2.695 -1.586 -0.18 -1.04 -1.65 -0.1271
O 5.488 -6.381 -5.076 0.04 0.36 0.04 -0.3430
O -0.450 4.445 4.782 0.13 -0.17 -0.17 -0.4221
H 2.415 -0.517 -1.072 -0.27 -0.23 0.21 0.5671
H -1.211 1.576 7.199 0.04 -0.06 -0.19 0.4159
H -2.050 -0.580 4.713 0.08 -0.05 0.16 -0.6793
C -1.073 6.372 0.073 -0.06 0.13 -0.30 0.3987
C -6.809 1.156 -1.227 -0.18 0.38 -0.27 -0.1033
H 1.246 0.710 3.013 -0.12 -0.15 -0.16 -0.6124
I -1.584 -2.309 1.505 -1.21 -0.14 1.69 -0.0618
H -3.117 -0.514 -0.427 0.52 -0.32 0.52 0.3586
H 1.124 -3.613 -0.453 -0.08 0.29 -0.01 0.7550
H -0.835 1.329 5.472 -0.05 -0.15 0.21 -0.0561
C 0.826 5.346 0.622 0.27 -0.20 -0.16 0.6571
O 0.476 6.071 1.726 -0.18 -0.02 -0.43 -0.3535
H -1.779 7.708 -4.571 -0.03 0.07 -0.13 0.2665
H 2.125 -0.683 4.374 -0.13 -0.11 -0.13 0.7634
H 1.176 3.758 5.863 0.07 -0.08 -0.16 0.2450
```
Positions in Å, forces in eV/Å.

Results
HOMO: -4.1 eV
Net charge: -1
Kohn-Sham gap: 5.8 eV